Below is a molecular structure, C30H41MnN3O3P2 at a distorted geometry, with properties calculated with wB97M-V/def2-TZVPD.

Element x y z (Å)
Mn 0.0136 -0.6081 -1.4336
P 2.6399 -0.7107 -1.8205
P -2.6385 -0.6089 -1.2797
N -0.2773 -0.3310 -3.1535
H 1.3057 0.1354 -1.6047
C 2.9705 -2.2210 -2.7514
H 4.0629 -2.3503 -2.7518
H 2.6024 -2.1145 -3.7778
H 2.5013 -3.0879 -2.2681
C 3.5721 -0.9065 -0.2968
H 4.4448 -1.5315 -0.5289
H 2.9586 -1.3929 0.4737
H 3.9025 0.0694 0.0804
C 3.3399 0.6493 -2.7859
H 4.4282 0.6571 -2.6524
H 2.9100 1.6043 -2.4582
H 3.0798 0.5142 -3.8421
C -3.7499 -1.7818 -2.1366
H -4.7792 -1.3941 -2.1239
H -3.6879 -2.7582 -1.6431
H -3.3995 -1.8871 -3.1708
C -3.4070 -0.5463 0.3823
H -4.4999 -0.6244 0.2759
H -3.1496 0.3944 0.8852
H -3.0315 -1.3830 0.9865
C -3.2254 0.9723 -1.9999
H -4.3095 1.0579 -1.8369
H -3.0033 0.9619 -3.0748
H -2.6817 1.8060 -1.5327
C -0.1950 0.5667 -4.1177
C -0.0686 1.1018 -6.5036
C -0.1339 0.1629 -5.4961
C -0.1723 1.9747 -3.8332
C -0.1052 2.9003 -4.8577
C -0.0565 2.4775 -6.1979
H -0.0261 0.7839 -7.5493
H -0.1373 -0.9087 -5.7086
H -0.2221 2.3034 -2.7898
H -0.0902 3.9678 -4.6174
H -0.0064 3.2206 -7.0010
C -0.9378 -4.0586 -0.0623
O -1.6537 -3.6534 -0.9842
C 0.2641 -4.9287 -0.3648
H 0.7937 -5.2166 0.5509
H 0.9599 -4.3977 -1.0335
H -0.0935 -5.8091 -0.9166
C -1.1559 -3.6928 1.3815
H -2.2217 -3.7469 1.6087
H -0.8068 -2.6729 1.5851
H -0.5886 -4.3734 2.0200
O -0.7181 2.5645 -0.5669
C -0.2201 1.9190 0.3513
N 0.1007 2.4003 1.6087
C 0.3777 1.3386 2.5292
C 0.6058 0.1857 1.5446
O 1.1199 -0.9149 1.7961
N 0.1237 0.5598 0.3228
C 1.5420 1.7360 3.4280
C 2.7864 1.1098 3.3523
C 3.8490 1.5734 4.1414
C 3.6635 2.6575 5.0012
C 2.4075 3.2785 5.0846
C 1.3464 2.8096 4.3048
C -0.8599 0.9515 3.3325
C -0.8053 -0.1998 4.1244
C -1.9423 -0.6276 4.8112
C -3.1370 0.0891 4.6995
C -3.1857 1.2537 3.9244
C -2.0359 1.6967 3.2503
H -0.1175 3.3648 1.8445
H 2.9191 0.2449 2.7016
H 4.8186 1.0729 4.0694
H 4.4910 3.0248 5.6117
H 2.2405 4.1268 5.7521
H 0.3551 3.2711 4.3806
H 0.1331 -0.7522 4.1818
H -1.8859 -1.5255 5.4263
H -4.0338 -0.2497 5.2242
H -4.1060 1.8341 3.8291
H -2.0708 2.6215 2.6658

Atomic forces in eV per Å
Mn -1.306 0.090 -0.983
P -1.735 -0.530 -0.150
P 0.341 0.412 0.031
N 0.395 -2.167 1.359
H 0.711 1.528 -0.119
C 0.410 -0.174 -0.228
H -0.183 -0.157 -0.192
H -0.018 -0.066 0.264
H 0.117 0.320 -0.156
C 0.245 0.086 0.363
H -0.087 0.232 0.144
H 0.097 0.165 -0.234
H -0.075 -0.219 -0.035
C 0.165 0.017 -0.005
H -0.168 0.059 -0.165
H 0.127 -0.260 -0.001
H 0.027 0.015 0.190
C 0.262 -0.178 -0.081
H 0.287 -0.105 -0.010
H -0.102 0.270 -0.191
H -0.140 -0.018 0.185
C -0.076 -0.106 0.064
H 0.271 0.062 0.180
H -0.028 -0.223 -0.092
H -0.186 0.215 -0.075
C 0.158 -0.071 0.070
H 0.250 0.085 -0.079
H -0.048 0.074 0.234
H -0.232 -0.228 -0.199
C 0.304 1.471 -0.930
C -0.007 0.729 -0.009
C -0.026 -0.038 0.674
C 0.057 -0.353 -0.053
C 0.073 -0.145 -0.578
C 0.026 0.098 -0.089
H -0.010 0.084 0.330
H -0.037 0.302 0.048
H -0.035 -0.208 -0.368
H -0.016 -0.332 -0.126
H -0.028 -0.324 0.294
C -0.424 0.781 -1.402
O 1.043 -0.648 1.656
C 0.112 -0.092 -0.151
H -0.101 -0.059 -0.357
H -0.302 -0.090 0.205
H 0.195 0.131 0.202
C -0.199 -0.152 0.038
H 0.051 0.061 0.059
H 0.036 -0.077 -0.160
H -0.206 0.148 0.075
O 0.586 -0.490 0.866
C -0.182 -0.128 0.003
N -0.327 0.835 -1.119
C 0.187 0.271 0.603
C 0.231 -0.508 -1.176
O -0.599 0.817 0.013
N 0.225 -0.140 0.977
C 0.176 -0.223 0.036
C 0.145 0.207 0.275
C -0.259 0.032 -0.064
C -0.189 0.056 -0.053
C -0.083 -0.245 -0.234
C 0.357 -0.036 0.127
C -0.237 -0.115 0.262
C -0.332 0.090 0.106
C 0.175 0.151 -0.185
C -0.105 0.252 -0.121
C 0.402 -0.060 0.011
C -0.322 -0.254 0.275
H 0.088 -0.564 0.051
H -0.040 0.296 0.185
H -0.307 0.226 0.100
H -0.250 -0.129 -0.191
H 0.151 -0.291 -0.167
H 0.383 -0.135 0.005
H -0.270 0.077 0.009
H -0.091 0.220 -0.137
H 0.310 0.095 -0.174
H 0.242 -0.249 0.123
H -0.050 -0.471 0.147

* <S²>: 4.10
* total energy: -3391.3877 Ha
* spin multiplicity: 4
* net charge: 0

Atom charges from the Mulliken analysis, given in e for atoms 1 to 5:
1 Mn 0.01
2 P 1.21
3 P 1.02
4 N -0.63
5 H 0.30